(1)
Density functional theory data (ωB97M-V with the def2-TZVPD basis set) for 5 unconnected molecules or ions with the total composition C12H23Cl8IO4.

Each line ends with the Mulliken charge.
Positions of all 48 atoms, in Å:
C 0.7470 3.6011 4.3191  -0.588
O 1.8829 2.7722 4.6151  -0.301
C 2.1322 1.7638 3.6345  -0.358
C 3.5660 1.9193 2.9172  0.039
O 3.7470 1.0316 1.8255  -0.331
I 3.6075 3.9654 2.0577  0.004
O 4.6175 1.8962 3.9077  -0.251
C 5.1931 0.6112 4.0604  0.166
O 4.5839 -0.4545 4.1977  -0.436
H -0.0045 3.6300 5.1912  0.237
H 1.0900 4.6925 4.1932  0.225
H 0.1667 3.3294 3.3835  0.284
H 2.1464 0.7561 4.1936  0.268
H 1.3516 1.6569 2.8185  0.306
H 4.4639 1.3278 1.2159  0.334
H 6.3399 0.5714 4.1160  0.359
Cl 2.0485 1.5281 -2.7458  -0.208
C 2.2191 -0.1243 -2.0998  0.053
C 2.8835 -0.1412 -0.7396  -0.183
Cl 4.6034 0.3212 -0.8254  -0.279
H 2.7780 -0.7155 -2.8273  0.364
H 1.2133 -0.5403 -2.0238  -0.176
H 2.8480 -1.1491 -0.3220  0.252
H 2.3872 0.5325 -0.0414  0.198
Cl -3.3949 -2.8609 -3.5000  -0.181
C -2.1114 -1.6941 -3.9073  -0.330
C -0.7278 -2.2909 -3.7559  -0.578
Cl -0.3137 -2.6034 -2.0511  -0.112
H -2.2409 -0.8147 -3.2748  0.237
H -2.2741 -1.3935 -4.9440  0.265
H 0.0202 -1.5944 -4.1406  0.307
H -0.6323 -3.2289 -4.3047  0.398
Cl -0.6642 -4.2199 4.0673  -0.187
C -1.6461 -3.1761 3.0098  -0.434
C -1.3662 -3.4239 1.5422  -0.468
Cl 0.2611 -2.8783 1.0661  -0.147
H -1.4528 -2.1382 3.2852  0.305
H -2.6922 -3.3973 3.2295  0.316
H -2.0777 -2.8665 0.9297  0.269
H -1.4558 -4.4812 1.2892  0.346
Cl -4.7572 0.3913 -2.4309  -0.152
C -5.7395 1.4342 -3.4882  -0.443
C -5.4606 1.1819 -4.9552  -0.471
Cl -3.8322 1.7239 -5.4332  -0.178
H -5.5449 2.4724 -3.2150  0.316
H -6.7856 1.2148 -3.2667  0.295
H -6.1716 1.7383 -5.5685  0.333
H -5.5518 0.1236 -5.2045  0.314

Atoms 1-6, force components in eV/Å:
-0.85 1.81 0.36
-0.76 -0.38 -1.60
0.58 -1.88 -0.07
-1.01 0.37 -0.16
-0.11 0.98 1.93
0.10 -0.34 0.33

Computed properties:
Spin multiplicity   1
Net charge   0
HOMO level   -9.5 eV
Orbital gap   9.780 eV
LUMO energy   0.3 eV
Max |F|   3.84 eV/Å
SMILES   COC[C@@](O)(I)OC=O.ClCCCl.ClCCCl.ClCCCl.ClCCCl

(2)
Density functional theory data (ωB97M-V with the def2-TZVPD basis set) for a molecular structure, C12H23CoO9PS4.

Each line ends with the Mulliken charge.
Positions of all 50 atoms, in Å:
Co -2.3487 -0.3757 1.3332  1.026
O -2.7308 1.4951 5.1514  -0.522
C -2.3742 1.0875 3.9156  0.554
O -3.1820 0.8779 3.0605  -0.486
C -0.8865 0.8620 3.8055  -0.600
O -0.4777 0.4486 2.5345  -0.335
C 0.0057 1.4869 1.6744  0.229
C -1.1148 2.3200 1.0053  0.669
O -0.8838 3.5251 0.8340  -0.824
O -2.1329 1.6575 0.6658  -0.635
H -3.6964 1.5014 5.1600  0.387
H -0.6632 0.0464 4.4988  0.400
H -0.3537 1.7609 4.1335  0.447
H 0.5357 0.9675 0.8758  -0.503
H 0.6961 2.1388 2.2174  0.423
S -2.3475 -2.1609 3.0204  -0.395
S -4.2415 -2.8856 2.8654  -0.242
S -4.6555 -2.8009 0.7930  -0.198
S -4.4791 -0.8389 0.3298  -0.455
C -0.1105 1.8767 -3.0224  -1.789
C -0.4108 0.3918 -2.8190  1.562
C -1.9140 0.1822 -2.6469  -1.477
C 0.1024 -0.4131 -4.0190  -1.791
O 0.3228 0.0410 -1.6343  0.632
P 0.1304 -1.3717 -0.8130  -0.141
O 0.3219 -2.5343 -1.7090  -0.901
O -1.0928 -1.2967 0.0361  -0.145
O 1.3698 -1.1678 0.2287  -0.455
C 2.7566 -0.9964 -0.0609  2.012
C 3.4812 -1.5711 1.1565  -1.808
C 3.0816 0.4975 -0.1790  -1.354
C 3.2111 -1.7316 -1.3236  -1.632
H -0.6136 2.2441 -3.9193  0.415
H 0.9665 2.0302 -3.1324  0.366
H -0.4619 2.4438 -2.1583  0.322
H -2.4443 0.5156 -3.5418  0.487
H -2.2808 0.7386 -1.7843  0.197
H -2.1307 -0.8726 -2.4743  0.403
H -0.4459 -0.1358 -4.9227  0.457
H -0.0260 -1.4755 -3.8186  0.370
H 1.1673 -0.2179 -4.1762  0.334
H 3.1259 -1.0704 2.0589  0.312
H 4.5604 -1.4282 1.0648  0.405
H 3.2633 -2.6364 1.2473  0.394
H 2.8252 1.0066 0.7528  0.297
H 2.4911 0.9347 -0.9812  0.050
H 4.1457 0.6415 -0.3828  0.526
H 2.9111 -2.7775 -1.2719  0.372
H 4.2972 -1.6619 -1.4286  0.508
H 2.7307 -1.2992 -2.2003  0.137

Atoms 1-6, force components in eV/Å:
-0.06 -0.09 -0.52
0.22 0.16 0.22
-0.03 -0.18 -0.04
-0.35 0.26 0.08
0.17 -0.10 0.05
-0.07 0.03 -0.08

Computed properties:
Spin multiplicity   4
Relative energy (zero: lowest compared OMol25 entry of this formula, charge and spin)   0.0 kJ/mol
Net charge   -2
HOMO level (alpha / beta)   -0.7 / -0.8 eV
Orbital gap (alpha / beta)   5.338 / 5.405 eV
LUMO energy (alpha / beta)   4.6 / 4.6 eV
Max |F|   0.96 eV/Å

(3)
Density functional theory data (ωB97M-V with the def2-TZVPD basis set) for a molecular structure, C12H23F3NO2P2Sc.

Each line ends with the Mulliken charge.
Positions of all 44 atoms, in Å:
Sc 0.0704 0.2077 0.1149  -0.640
P -2.3951 0.2764 -0.3667  1.017
C -2.1642 0.5618 -2.2240  -0.876
C -0.8784 1.2324 -2.6420  0.660
N 0.2324 0.9588 -1.9109  0.483
C 1.4681 1.3441 -2.3016  0.673
C 1.6249 2.0920 -3.4556  -0.861
C 0.4911 2.3911 -4.2359  -0.529
C -0.7570 1.9206 -3.8366  -0.817
C 2.6378 0.9883 -1.4178  -1.263
P 2.4331 -0.5475 -0.3104  1.014
H -1.6421 2.0675 -4.4829  0.493
H 2.6318 2.4263 -3.7263  0.529
H 0.6190 2.9491 -5.1665  0.447
H 3.5329 0.7583 -2.0165  0.654
H 2.9140 1.8335 -0.7597  0.434
H -2.1843 -0.3807 -2.7780  0.185
H -3.0263 1.1739 -2.5427  0.586
H -1.4324 -2.5742 -3.0461  0.354
O -1.4623 -2.0664 -3.8721  -0.643
H -2.3237 -2.3319 -4.2861  0.330
H -0.4517 -2.5979 -0.5076  0.215
O -0.4315 -3.3204 -1.1349  -0.543
H 0.4378 -3.2359 -1.6074  0.338
C 2.9841 -1.8263 -1.4928  -1.327
H 4.0150 -1.6165 -1.8108  0.426
H 2.9564 -2.8076 -0.9965  0.429
H 2.3338 -1.8383 -2.3800  0.414
C 3.8758 -0.4000 0.7906  -1.205
H 3.9158 -1.2956 1.4233  0.420
H 4.8123 -0.3303 0.2223  0.405
H 3.7750 0.4842 1.4342  0.362
C -3.3696 1.7329 0.1641  -1.291
H -4.2448 1.8029 -0.4976  0.459
H -3.6963 1.6036 1.2108  0.419
H -2.7522 2.6412 0.0803  0.375
C -3.6491 -1.0425 -0.4111  -1.157
H -3.9759 -1.2445 0.6192  0.417
H -4.5153 -0.7405 -1.0159  0.403
H -3.2242 -1.9610 -0.8409  0.377
F 0.0712 3.1415 0.6696  -0.269
C 0.2861 1.9806 1.4296  0.547
F 1.5327 2.1595 2.0186  -0.213
F -0.6171 2.0843 2.4770  -0.233

Atoms 1-6, force components in eV/Å:
0.12 0.93 0.62
-2.19 0.01 -1.60
-0.09 0.91 0.42
0.40 -0.38 -0.23
-0.21 -0.29 0.63
-0.11 0.42 -0.35

Computed properties:
Spin multiplicity   1
Net charge   +2
HOMO level   -16.4 eV
Orbital gap   8.418 eV
LUMO energy   -8.0 eV
Max |F|   2.71 eV/Å

(4)
Density functional theory data (ωB97M-V with the def2-TZVPD basis set) for a gas-phase ion, C12H23N2O (charge +1).

Each line ends with the Mulliken charge.
Positions of all 38 atoms, in Å:
C 3.1791 2.5407 -0.3674  -0.892
N 2.0726 1.5177 -0.2652  -0.035
C 0.6820 1.9244 -0.4872  -0.792
N -0.1252 0.7169 -0.1186  -0.033
C -1.6126 0.8738 0.1331  1.381
C -2.0522 2.3603 0.3571  -2.197
C -2.3753 0.4523 -1.0745  -1.235
C -1.8706 0.0387 1.4168  -1.346
C 0.5820 -0.3755 -0.0449  -0.048
C 0.4103 -1.8012 0.0970  1.704
C 0.7155 -2.3483 1.5698  -1.315
C 1.4968 -2.3087 -0.9436  -2.041
C -0.9910 -2.4363 -0.3686  -1.550
C 2.1618 0.2118 0.0001  0.739
O 3.1571 -0.3862 0.2512  -0.571
H 3.1659 2.9200 -1.3894  0.347
H 2.9251 3.3800 0.2966  0.319
H 4.2027 2.0825 -0.1099  0.306
H 0.2857 2.6787 0.1396  0.593
H 0.6316 2.1517 -1.5122  0.347
H -1.7287 2.7661 1.2889  0.509
H -1.8295 3.0186 -0.4556  0.566
H -3.1836 2.2902 0.3729  0.415
H -1.8729 -0.4505 -1.4535  0.141
H -2.4497 1.3424 -1.8394  0.342
H -3.4126 0.1149 -0.9770  0.350
H -1.3437 0.4672 2.1974  0.467
H -2.9848 -0.0102 1.7072  0.372
H -1.4908 -0.9116 1.2518  0.037
H -0.1555 -2.2135 2.1408  0.384
H 0.8226 -3.4527 1.4125  0.399
H 1.6325 -1.7884 1.8017  0.435
H 1.2375 -3.3392 -1.1815  0.423
H 2.4265 -2.2712 -0.6151  0.606
H 1.4884 -1.7146 -1.8244  0.505
H -1.3656 -2.0011 -1.2737  0.477
H -1.7654 -2.5042 0.3752  0.412
H -0.6662 -3.5355 -0.5082  0.478

Atoms 1-6, force components in eV/Å:
0.13 -1.09 0.40
-1.01 1.37 0.26
1.13 -1.88 1.20
0.17 -0.49 -0.80
-0.93 1.09 1.23
-1.32 -1.56 0.22

Computed properties:
Spin multiplicity   1
Relative energy (zero: lowest compared OMol25 entry of this formula, charge and spin)   0.0 kJ/mol
Net charge   +1
HOMO level   -13.7 eV
Orbital gap   9.654 eV
LUMO energy   -4.0 eV
Max |F|   4.54 eV/Å
SMILES   CN1C[N+](C(C)(C)C)=C(C(C)(C)C)C1=O